(1)
Below is a cluster of 6 separate species, C32H32FN5O6 in total in a non-equilibrium geometry, with properties calculated with wB97M-V/def2-TZVPD.

As for the HOMO energy: -0.3466 hartree. As for the SMILES: O=C(O)C[C@@]1(CC(=O)F)COC(=O)O1.c1ccncc1.c1ccncc1.c1ccncc1.c1ccncc1.c1ccncc1. The maximum force is 10.0 eV/A.

ORCA input file:
```
! RIJCOSX wB97M-V def2-TZVPD def2/J DEFGRID3
* xyz 0 1
O -2.3045 0.3569 1.3766
C -1.2827 0.2265 0.4964
O -1.5818 -0.0324 -0.9379
C 0.3161 0.3401 0.9317
C 0.7820 1.8554 1.3497
C 1.0353 2.9797 0.1823
C -0.3606 3.7656 -0.2910
O -0.4299 5.1029 -0.0721
F -1.4908 3.0826 -0.9752
C 0.0771 2.6195 2.6180
O 1.1460 2.7478 3.6638
C 1.9176 1.4871 3.4020
O 2.2574 0.5321 4.2832
O 2.1338 1.5890 1.9419
H -0.9421 -0.7534 -1.2113
H 0.9785 -0.1327 0.0601
H 0.4441 -0.3805 1.8741
H 1.5075 2.5367 -0.7941
H 1.7550 3.8407 0.5814
H -0.6051 1.8021 3.1071
H -0.3141 3.7168 2.4994
C 2.7934 4.7804 -5.4136
C 3.5935 4.9740 -4.2924
C 3.5346 4.0354 -3.2748
N 2.7410 2.9424 -3.3058
C 1.9743 2.7822 -4.4063
C 1.9669 3.6633 -5.4757
H 2.8136 5.4941 -6.2320
H 4.2476 5.8349 -4.2130
H 4.1422 4.1404 -2.3807
H 1.3440 1.8974 -4.4058
H 1.3318 3.4835 -6.3358
C -3.9453 -2.7609 4.7854
C -3.5321 -1.9074 3.7679
C -4.0834 -2.0745 2.5076
N -4.9981 -3.0224 2.2073
C -5.3785 -3.8372 3.2152
C -4.8874 -3.7459 4.5077
H -3.5364 -2.6595 5.7865
H -2.7987 -1.1305 3.9517
H -3.7956 -1.4314 1.6811
H -6.1128 -4.5919 2.9476
H -5.2304 -4.4263 5.2789
C 5.7070 -0.3592 -3.7134
C 5.1734 0.7595 -4.3443
C 5.6185 1.0677 -5.6198
N 6.5455 0.3459 -6.2869
C 7.0467 -0.7336 -5.6481
C 6.6621 -1.1238 -4.3754
H 5.3816 -0.6330 -2.7139
H 4.4283 1.3765 -3.8549
H 5.2300 1.9291 -6.1553
H 7.7915 -1.2956 -6.2046
H 7.0968 -2.0018 -3.9113
C -8.7498 0.2010 6.2660
C -8.7669 -0.3696 7.5343
C -7.7051 -1.1801 7.9030
N -6.6535 -1.4525 7.0997
C -6.6657 -0.8858 5.8737
C -7.6795 -0.0592 5.4164
H -9.5638 0.8430 5.9421
H -9.5869 -0.1873 8.2195
H -7.6708 -1.6459 8.8836
H -5.8106 -1.1220 5.2466
H -7.6362 0.3707 4.4221
C 3.9868 -4.5533 -3.1630
C 3.8186 -3.4200 -2.3745
C 2.6007 -2.7609 -2.4251
N 1.5658 -3.1530 -3.2001
C 1.7595 -4.2556 -3.9559
C 2.9387 -4.9831 -3.9703
H 4.9269 -5.0971 -3.1488
H 4.6163 -3.0588 -1.7354
H 2.4193 -1.8734 -1.8259
H 0.9136 -4.5487 -4.5714
H 3.0380 -5.8629 -4.5960
*
```


(2)
Below is a structure of composition C32H32I3N5O4Ru in a non-equilibrium geometry, with properties calculated with wB97M-V/def2-TZVPD.

As for the HOMO energy (alpha / beta): -0.1457 / -0.1435 hartree. As for the expectation value of S²: 0.76. The value obtained for the energy above the lowest of the compared OMol25 structures with the same formula, charge and spin is 1.2742 eV. The maximum force is 2.4 eV/A.

ORCA input file:
```
! RIJCOSX wB97M-V def2-TZVPD def2/J DEFGRID3
* xyz -1 2
Ru 0.8782 -0.1440 -0.9306
C 1.1438 -1.9394 3.0818
C 1.6227 -1.1893 1.8531
O 0.7533 -0.4681 1.2373
C 2.9425 -1.3076 1.5110
C 3.5819 -0.6004 0.4488
C 5.0816 -0.6716 0.3444
N 2.9379 0.1447 -0.3908
N 3.7012 0.9765 -1.2098
C 2.9315 1.8588 -1.7603
O 1.6818 1.9747 -1.5100
C 3.5585 2.7825 -2.7606
C 2.7753 3.7590 -3.3634
C 3.3014 4.5739 -4.3589
C 4.6192 4.4164 -4.7621
C 5.4108 3.4478 -4.1543
C 4.8852 2.6364 -3.1604
H 0.0902 -1.7361 3.2476
H 1.7083 -1.6425 3.9676
H 1.2804 -3.0145 2.9411
H 3.5570 -1.9590 2.1188
H 5.4898 -1.3003 1.1350
H 5.5166 0.3251 0.4014
H 5.3539 -1.0840 -0.6287
H 1.7461 3.8558 -3.0428
H 2.6776 5.3256 -4.8282
H 5.0272 5.0392 -5.5496
H 6.4399 3.3168 -4.4683
H 5.4827 1.8688 -2.6863
I 3.2691 -4.7505 -0.2235
C 1.2357 -4.3044 -0.2326
C 0.2961 -5.2893 0.0981
C -1.0485 -5.0242 0.0437
I -2.3833 -6.5739 0.5051
C -1.5174 -3.7479 -0.3475
C -2.8715 -3.3690 -0.4866
C -3.1801 -2.1146 -0.9211
C -2.1459 -1.1955 -1.1840
N -0.8845 -1.5045 -1.0259
C -0.5529 -2.7593 -0.6463
C 0.8608 -3.0170 -0.6295
O 1.6742 -2.1088 -0.9957
H 0.6387 -6.2716 0.3930
H -3.6539 -4.0824 -0.2611
H -4.2105 -1.8150 -1.0627
H -2.3672 -0.1994 -1.5456
I -0.5342 -0.1847 -4.2880
C 1.2051 -0.3117 -2.9670
H 1.8631 0.4467 -3.3776
H 1.6085 -1.2967 -3.1857
C -4.1817 1.5408 4.8947
C -4.8410 0.9538 3.6525
N -3.9285 0.8471 2.5165
C -3.4868 -0.4903 2.1427
C -2.4407 -1.0776 3.0746
C -3.6843 1.9871 1.8221
O -4.2231 3.0436 2.1312
C -2.7640 1.9705 0.6284
C -3.1499 2.7314 -0.4685
C -2.3091 2.8263 -1.5598
C -1.0901 2.1634 -1.5254
N -0.7160 1.4313 -0.4777
C -1.5262 1.3437 0.5792
H -4.8792 1.5250 5.7348
H -3.8908 2.5730 4.7041
H -3.2922 0.9723 5.1704
H -5.6749 1.5905 3.3569
H -5.2229 -0.0471 3.8579
H -3.1035 -0.4643 1.1295
H -4.3656 -1.1422 2.1304
H -1.5798 -0.4146 3.1624
H -2.0962 -2.0344 2.6777
H -2.8480 -1.2489 4.0740
H -4.1025 3.2452 -0.4357
H -2.5819 3.4031 -2.4330
H -0.3719 2.2313 -2.3294
H -1.1268 0.7685 1.4070
*
```


(3)
Below is a cluster of 2 separate species, C32H32N3O4 in total in a non-equilibrium geometry, with properties calculated with wB97M-V/def2-TZVPD.

As for the HOMO energy: -0.3698 hartree. The maximum force is 3.8 eV/A.

ORCA input file:
```
! RIJCOSX wB97M-V def2-TZVPD def2/J DEFGRID3
* xyz 1 1
C 6.9817 4.4441 1.0317
O 6.8508 3.0859 1.4940
C 5.6129 2.5270 1.5115
C 5.5367 1.1780 1.9575
C 4.3132 0.5420 1.9843
C 3.1075 1.2149 1.6215
C 1.8151 0.5459 1.7604
C 0.6566 0.8890 1.0811
C -0.6784 0.2667 1.2337
C -1.7709 1.2805 1.4454
C -2.7335 1.1537 2.4819
C -3.7292 2.0974 2.6784
C -3.8278 3.2321 1.8392
O -4.8646 4.0780 2.0475
C -5.0914 5.1387 1.1158
C -2.8489 3.4223 0.8467
C -1.8417 2.4723 0.6876
C 3.2124 2.5685 1.2233
C 4.4279 3.2366 1.1959
H 8.0583 4.5790 1.0005
H 6.5331 4.5761 0.0327
H 6.5182 5.1508 1.7359
H 6.4627 0.7060 2.2942
H 4.2496 -0.4872 2.3524
H 1.8460 -0.3144 2.4414
H 0.7251 1.8071 0.4845
H -0.7076 -0.4559 2.0913
H -2.7216 0.2942 3.1550
H -4.4928 1.9837 3.4457
H -6.0110 5.5716 1.4874
H -4.2793 5.8686 1.1291
H -5.2202 4.7812 0.0898
H -2.9060 4.3043 0.2019
H -1.0915 2.6758 -0.0736
H 2.2994 3.1132 0.9957
H 4.4905 4.2991 0.9254
C -2.3857 -3.4871 0.4824
N -2.2756 -2.3872 -0.4577
C -1.0419 -1.6497 -0.6573
H -0.8611 -0.7825 0.2318
C 0.2006 -2.5617 -0.7422
C 0.3322 -3.5788 -1.7297
C 1.4604 -4.3768 -1.7808
C 2.4946 -4.1800 -0.8523
N 3.6640 -4.9959 -0.8905
O 4.5723 -4.7844 -0.0540
O 3.7383 -5.8950 -1.7613
C 2.3837 -3.1751 0.1227
C 1.2298 -2.4020 0.1973
N -1.3199 -0.9167 -1.8640
C -0.2975 -0.1598 -2.5496
C -2.5032 -1.3360 -2.4461
C -3.0979 -2.2699 -1.5713
C -4.1966 -3.0190 -1.9838
C -4.7201 -2.8062 -3.2753
C -4.1272 -1.8713 -4.1361
C -3.0066 -1.1376 -3.7261
H -3.4281 -3.8283 0.5227
H -1.7467 -4.3444 0.2015
H -2.0862 -3.1470 1.4785
H -0.4408 -3.7674 -2.4749
H 1.6015 -5.1550 -2.5138
H 3.2045 -3.0195 0.8189
H 1.1341 -1.6522 0.9894
H -0.7493 0.4162 -3.3625
H 0.1744 0.5297 -1.8353
H 0.4848 -0.8169 -2.9668
H -4.6263 -3.7569 -1.3034
H -5.5847 -3.3702 -3.6215
H -4.5514 -1.7302 -5.1344
H -2.5099 -0.4123 -4.3817
*
```


(4)
Below is a structure of composition C32H33AsClFeIN3O4, with properties calculated with wB97M-V/def2-TZVPD.

As for the HOMO energy (alpha / beta): -0.2806 / -0.2769 hartree. As for the expectation value of S²: 8.76. The value obtained for the energy above the lowest of the compared OMol25 structures with the same formula, charge and spin is 0.0000 eV. The maximum force is 0.8 eV/A.

ORCA input file:
```
! RIJCOSX wB97M-V def2-TZVPD def2/J DEFGRID3
* xyz 0 6
Fe 0.0742 -0.1807 -0.1736
O -1.4337 -1.3838 0.0256
C -1.5057 -2.3537 0.9193
C -1.8483 -3.6555 0.5283
C -1.9744 -4.6639 1.4653
C -1.7730 -4.4138 2.8241
C -1.4385 -3.1348 3.2247
C -1.2909 -2.0997 2.2991
C -0.8662 -0.7849 2.7627
N -0.5058 0.1298 1.9524
N -0.0433 1.3201 2.4946
C 0.6289 1.9592 1.5795
O 0.8354 1.5249 0.3702
C 1.1978 3.2877 1.9244
C 1.5685 4.1579 0.9053
C 2.0672 5.4157 1.2106
C 2.2135 5.8016 2.5355
C 1.8600 4.9266 3.5554
C 1.3500 3.6745 3.2535
H -2.0091 -3.8408 -0.5266
H -2.2374 -5.6625 1.1376
H -1.8791 -5.2080 3.5504
H -1.2700 -2.9185 4.2745
H -0.7964 -0.5967 3.8344
H 1.4662 3.8343 -0.1223
H 2.3447 6.0935 0.4136
H 2.6061 6.7820 2.7748
H 1.9849 5.2214 4.5896
H 1.0612 2.9871 4.0369
Cl 0.8195 -3.8580 -6.5983
C 0.8584 -3.1505 -5.0089
C 1.3750 -3.9001 -3.9348
C 1.4256 -3.3780 -2.6719
C 0.9467 -2.0679 -2.4011
O 1.0169 -1.5957 -1.2063
C 0.4321 -1.3350 -3.4982
C -0.0251 0.0000 -3.2982
O -0.1072 0.5802 -2.2105
C 0.4013 -1.8849 -4.7970
H 1.7376 -4.9023 -4.1244
H 1.8299 -3.9508 -1.8474
H -0.3308 0.5603 -4.1959
H 0.0108 -1.2952 -5.6183
C -1.3507 3.8278 -1.6127
C -2.4741 2.8089 -1.7758
As -2.3255 1.3576 -0.4788
C -3.0570 2.1614 1.1616
C -4.0328 3.3225 0.9968
C -3.7764 0.1734 -1.0528
C -5.0965 0.8092 -1.4737
H -1.3924 4.5914 -2.3919
H -0.3766 3.3391 -1.6659
H -1.4118 4.3376 -0.6482
H -2.4241 2.3358 -2.7593
H -3.4545 3.2777 -1.6865
H -2.2020 2.4729 1.7616
H -3.5152 1.3289 1.7012
H -3.5543 4.1799 0.5209
H -4.3928 3.6550 1.9728
H -4.9034 3.0579 0.3975
H -3.9185 -0.5191 -0.2225
H -3.3560 -0.4253 -1.8638
H -5.6128 1.2644 -0.6285
H -5.7644 0.0508 -1.8884
H -4.9636 1.5760 -2.2379
I 5.5195 0.2848 2.7387
C 3.9803 -0.9826 2.1527
C 4.0860 -2.3542 2.2913
C 3.0191 -3.1385 1.8787
C 1.9055 -2.5292 1.3322
N 1.8037 -1.2026 1.2093
C 2.8199 -0.4456 1.6128
H 4.9772 -2.8015 2.7105
H 3.0519 -4.2154 1.9736
H 1.0667 -3.1169 0.9839
H 2.7017 0.6239 1.4959
*
```


(5)
Below is a structure of composition C32H33AsN3O7PSTi in a non-equilibrium geometry, with properties calculated with wB97M-V/def2-TZVPD.

As for the HOMO energy (alpha / beta): -0.0710 / -0.1965 hartree. As for the expectation value of S²: 3.80. The maximum force is 1.1 eV/A.

ORCA input file:
```
! RIJCOSX wB97M-V def2-TZVPD def2/J DEFGRID3
* xyz -1 4
Ti 0.2749 -0.4799 -0.6181
C -5.1510 2.7694 4.7798
C -3.9256 2.2230 5.1479
C -3.1800 1.5131 4.2229
C -3.6290 1.3538 2.9110
C -4.8543 1.9024 2.5545
C -5.6151 2.6028 3.4862
P -2.5962 0.3521 1.7727
C -3.5468 0.4189 0.2189
C -3.3243 1.3368 -0.7989
C -4.0480 1.2632 -1.9822
C -5.0020 0.2743 -2.1572
C -5.2346 -0.6481 -1.1432
C -4.5062 -0.5772 0.0331
C -1.2359 1.5668 1.4663
C -1.3884 2.9482 1.6643
C -0.3198 3.8234 1.5326
C 0.9491 3.3464 1.2094
C 1.1376 1.9880 0.9866
C 0.0106 1.1977 1.0625
H -5.7386 3.3208 5.5026
H -3.5549 2.3448 6.1571
H -2.2312 1.0817 4.5217
H -5.2200 1.7927 1.5413
H -6.5671 3.0238 3.1898
H -2.5576 2.0922 -0.7020
H -3.8433 1.9744 -2.7723
H -5.5582 0.2133 -3.0847
H -5.9719 -1.4304 -1.2745
H -4.6728 -1.3152 0.8104
H -2.3632 3.3420 1.9289
H -0.4783 4.8800 1.7024
H 1.7958 4.0169 1.1388
H 2.0998 1.5724 0.7211
C 0.0545 -1.7261 3.2951
C 1.2533 -1.7531 2.4215
N 1.3784 -1.1397 1.2674
C 2.6864 -1.4187 0.8096
C 3.3360 -2.2432 1.7449
N 2.3769 -2.4070 2.7559
C 4.5871 -2.9084 1.8352
O 5.4614 -2.7127 0.8230
O 4.8761 -3.6318 2.7913
C 3.1079 -0.8552 -0.3902
O 4.2401 -0.9502 -0.8918
O 2.0974 -0.1628 -1.0040
H -0.7926 -1.3007 2.7641
H 0.2444 -1.1330 4.1926
H -0.2176 -2.7364 3.6067
H 2.5473 -2.9621 3.5789
H 5.0810 -2.0770 0.1590
C -0.5415 -5.4747 -2.6298
As -0.8794 -3.6788 -2.0193
C -1.9888 -3.0242 -3.4331
C -2.0275 -4.0179 -0.5230
S 1.0389 -2.8544 -1.7251
H -1.4782 -5.9856 -2.8514
H 0.0026 -6.0066 -1.8506
H 0.0839 -5.4259 -3.5199
H -2.7026 -3.8122 -3.6790
H -1.3545 -2.8097 -4.2927
H -2.5070 -2.1266 -3.1085
H -2.7196 -4.8038 -0.8323
H -2.5471 -3.1089 -0.2365
H -1.4104 -4.3627 0.3059
O -0.2803 1.1223 -1.6354
N 0.2857 0.8797 -2.8607
C -0.4197 0.1633 -3.8063
C 0.0642 0.0570 -5.0711
C 1.2631 0.7023 -5.4514
C 1.8967 1.5031 -4.4746
C 1.4072 1.6073 -3.2122
H -1.3346 -0.2802 -3.4477
H -0.5025 -0.5378 -5.7769
H 1.6637 0.6061 -6.4478
H 2.7989 2.0538 -4.7046
H 1.8438 2.1849 -2.4149
O -1.4027 -1.2719 -1.1655
O -1.0804 -1.4249 0.2360
*
```


(6)
Below is a structure of composition C32H33BrIN4O3PRe in a non-equilibrium geometry, with properties calculated with wB97M-V/def2-TZVPD.

As for the HOMO energy (alpha / beta): -0.4747 / -0.4842 hartree. As for the expectation value of S²: 3.83. The value obtained for the energy above the lowest of the compared OMol25 structures with the same formula, charge and spin is 0.1484 eV. The maximum force is 1.1 eV/A.

ORCA input file:
```
! RIJCOSX wB97M-V def2-TZVPD def2/J DEFGRID3
* xyz 2 4
Re -0.1183 -0.1594 0.3867
O 0.2554 0.2278 4.4959
C 1.2148 -0.7451 4.4125
C 2.3363 -0.5532 5.2120
C 3.3916 -1.4441 5.1689
C 3.3285 -2.5577 4.3366
C 2.2102 -2.7451 3.5466
C 1.1396 -1.8463 3.5583
C 0.0775 -2.1273 2.4944
O 0.5720 -1.8047 1.2058
N -1.2305 -1.4394 2.7025
N -1.5735 -0.5282 1.7260
C -2.7715 -0.0586 1.6303
C -3.1581 0.9698 0.6973
Br -1.7764 1.5520 -0.5303
C -4.3444 1.5854 0.7116
C -4.8065 2.6654 -0.1736
C -4.7147 2.5606 -1.5630
C -5.1559 3.5957 -2.3723
C -5.6715 4.7517 -1.8000
C -5.7778 4.8561 -0.4201
C -5.3681 3.8105 0.3905
H -0.5822 -0.1269 4.1881
H 2.3458 0.3084 5.8720
H 4.2572 -1.2816 5.8005
H 4.1364 -3.2801 4.3207
H 2.1500 -3.6159 2.8978
H -0.1358 -3.1975 2.5209
H -1.9953 -2.0162 3.0192
H -3.5404 -0.4087 2.3152
H -5.0259 1.2667 1.5029
H -4.3434 1.6452 -2.0119
H -5.1096 3.4969 -3.4499
H -6.0083 5.5637 -2.4313
H -6.1929 5.7515 0.0247
H -5.4699 3.8882 1.4691
C -1.0817 -3.4861 -2.7704
P -1.6413 -1.8540 -2.3260
C -1.0263 -0.7504 -3.5978
C -3.4299 -1.8580 -2.4228
O -1.1992 -1.4951 -0.9117
H -1.3254 -3.6862 -3.8185
H -1.5744 -4.2255 -2.1379
H -0.0007 -3.5533 -2.6307
H -1.6009 -0.9150 -4.5144
H 0.0233 -0.9669 -3.8088
H -1.1365 0.2913 -3.2986
H -3.7669 -1.8446 -3.4619
H -3.8210 -0.9853 -1.8970
H -3.8107 -2.7585 -1.9364
I -0.7778 2.9675 2.7322
C 1.0831 2.1559 2.2593
C 2.1619 2.8313 2.8010
C 3.4443 2.3339 2.6363
C 3.6122 1.1425 1.9526
C 2.5069 0.5268 1.4293
N 1.2429 1.0245 1.5312
H 1.9858 3.7371 3.3623
H 4.2927 2.8616 3.0565
H 4.5850 0.6827 1.8358
H 2.6006 -0.4169 0.9171
C 1.7973 -0.9187 -1.3562
C 2.8668 -0.7286 -2.2389
C 3.9947 -1.5925 -2.1909
C 4.9804 -1.5200 -3.1431
C 4.8916 -0.5723 -4.1726
C 3.8232 0.3381 -4.2030
C 2.8372 0.2690 -3.2522
C 5.8856 -0.5346 -5.2104
N 6.6671 -0.5100 -6.0558
H 1.7815 -1.7685 -0.6833
H 0.8841 -0.3394 -1.5749
H 4.0599 -2.3251 -1.3931
H 5.8287 -2.1909 -3.1104
H 3.7905 1.0897 -4.9819
H 2.0205 0.9847 -3.2689
*
```


Q: Which formula does entry 5 have?
A: C32H33AsN3O7PSTi


Q: Number 6 is which compound?
A: C32H33BrIN4O3PRe


Q: Which formula does entry 6 have?
A: C32H33BrIN4O3PRe